Molecular formula: C65H160N23O22P7
Method: DFT, ωB97M-V/def2-TZVPD

HOMO = -7.8676 eV
DFT total energy = -214344.191 eV
Kohn-Sham gap = 7.97 eV
lowest unoccupied orbital energy = 0.1 eV

XYZ file:
```
277
Properties=species:S:1:pos:R:3:forces:R:3:mulliken_charge:R:1
C -1.229 7.524 -2.534 1.71 3.70 0.02 -0.341
C -1.582 7.408 -3.984 0.17 0.19 -0.65 -0.398
O -2.086 6.087 -3.996 -0.49 -0.32 -1.87 -0.412
C -2.241 5.637 -2.777 -1.53 -2.03 -0.31 0.685
O -2.812 4.615 -2.510 0.14 -0.33 0.09 -0.540
O -1.761 6.454 -1.891 0.10 -0.94 2.00 -0.129
H -1.650 8.407 -2.053 0.24 0.20 -0.15 0.441
H -0.141 7.574 -2.495 0.09 -0.22 0.66 0.150
H -0.709 7.458 -4.634 -0.04 -0.06 0.06 0.274
H -2.313 8.136 -4.338 -0.27 -0.26 0.05 0.274
C -5.388 5.172 -0.022 1.09 -2.43 -0.50 -0.283
C -3.932 5.115 0.545 -1.08 0.12 0.14 1.106
O -3.720 6.506 0.873 -0.18 0.25 0.20 -0.340
C -4.895 7.193 0.806 0.08 3.91 0.53 0.609
O -5.080 8.385 1.144 0.97 -4.55 -1.07 -0.614
O -5.825 6.440 0.214 -0.91 2.00 0.51 -0.340
H -6.110 4.482 0.416 0.28 -0.20 0.22 0.269
H -5.346 4.954 -1.089 -0.12 0.21 -0.14 0.215
H -3.239 4.723 -0.199 0.11 0.55 0.01 -0.457
H -3.828 4.521 1.454 -0.16 0.16 0.09 -0.107
C 4.245 1.937 0.928 -0.99 -0.71 -1.97 1.371
C 3.579 1.609 2.183 -1.22 0.28 1.58 2.269
O 4.662 1.593 3.057 1.06 -1.05 3.34 -0.555
C 5.843 1.659 2.438 1.37 1.12 2.09 0.545
O 6.959 1.643 2.901 -1.30 -0.69 0.29 -0.661
O 5.607 1.960 1.216 0.87 0.70 -3.59 -0.459
H 3.865 2.895 0.573 0.49 -0.25 -0.58 0.103
H 4.066 1.047 0.324 -0.04 0.80 -1.10 -0.724
H 3.087 0.636 2.207 -0.13 0.06 -0.05 -0.991
H 2.913 2.411 2.501 -0.16 -0.26 0.05 -0.998
C -2.111 -6.337 -0.410 0.46 -0.43 -0.91 -0.529
C -3.575 -6.550 -0.619 0.79 -0.27 -0.82 0.018
O -4.114 -5.937 0.515 -1.00 0.86 1.20 -0.408
C -3.259 -5.013 1.022 -0.40 1.24 0.09 0.221
O -3.565 -4.149 1.822 0.87 -1.84 -1.40 -0.490
O -2.039 -5.144 0.403 -0.53 -0.70 0.40 0.335
H -1.664 -6.199 -1.395 0.45 0.44 0.34 0.365
H -1.726 -7.264 0.014 0.70 0.57 0.79 0.286
H -3.780 -7.621 -0.636 -0.46 0.22 -0.01 0.393
H -3.808 -6.054 -1.561 -0.88 0.11 0.15 -0.127
C 1.952 4.590 -1.082 0.81 -0.32 1.34 1.554
C 0.765 4.173 -1.877 -0.32 -1.67 0.49 1.422
O 0.920 4.793 -3.114 -0.89 0.53 -0.94 -0.169
C 1.969 5.590 -3.105 0.98 2.66 -1.61 0.455
O 2.227 6.322 -4.057 -0.02 -1.58 2.35 -0.638
O 2.600 5.548 -1.895 0.18 0.46 -1.43 -0.440
H 2.581 3.720 -0.891 0.32 0.19 -0.15 -0.771
H 1.741 5.027 -0.105 -0.11 0.16 -0.18 -0.177
H -0.165 4.443 -1.375 -0.19 -0.27 -0.41 -0.470
H 0.895 3.121 -2.131 -0.84 -0.22 0.71 -0.990
C -4.285 1.632 2.496 -0.08 -0.77 -0.85 0.144
C -5.591 0.953 1.875 1.41 1.13 1.16 -0.531
C -6.001 -0.296 2.622 0.34 -0.84 0.25 0.250
C -6.240 -0.134 4.069 0.11 0.14 -2.01 -0.151
N -6.437 0.040 5.174 -0.21 0.18 1.49 -0.510
H -3.875 2.409 1.851 -0.62 0.51 0.12 -0.616
H -3.415 0.976 2.472 -0.23 -0.79 0.05 -0.250
H -4.325 1.943 3.540 -0.57 0.25 -0.14 0.625
H -5.368 0.683 0.842 -0.13 0.04 -0.03 0.146
H -6.433 1.644 1.905 0.14 0.22 -0.20 0.525
H -5.203 -1.034 2.534 0.11 -0.17 0.00 -0.176
H -6.872 -0.754 2.154 -0.16 0.04 0.16 0.567
C 1.857 -5.652 -0.161 0.40 -0.65 -0.66 -0.242
C 2.856 -6.651 -0.824 0.76 1.49 0.64 -0.874
C 4.011 -5.841 -1.535 -1.41 0.04 -1.26 0.137
C 3.394 -5.093 -2.680 1.61 -1.56 2.89 0.060
N 2.887 -4.533 -3.517 -1.33 1.29 -2.10 -0.397
H 2.400 -4.895 0.404 -0.09 0.05 0.04 -0.107
H 1.180 -6.169 0.520 -0.01 -0.01 0.01 0.255
H 1.264 -5.170 -0.938 -0.04 0.14 0.08 0.305
H 2.351 -7.310 -1.530 0.17 -0.04 0.08 0.417
H 3.337 -7.210 -0.021 -0.07 -0.36 -0.14 0.362
H 4.786 -6.447 -2.005 -0.01 -0.31 0.33 0.545
H 4.497 -5.109 -0.890 -0.13 -0.10 0.16 -0.397
O 7.135 0.415 -4.560 -1.99 -0.03 0.70 -0.860
P 5.773 -0.047 -4.128 -1.40 -1.94 -1.70 0.193
N 5.647 -0.961 -2.719 -0.68 -1.22 0.08 0.531
C 5.838 -2.411 -2.639 1.08 -0.27 -1.21 -0.894
C 5.907 -0.286 -1.460 0.16 0.35 -0.73 -0.541
N 5.052 -1.102 -5.325 0.50 0.28 1.32 0.468
C 3.787 -1.828 -5.214 -0.44 0.54 0.59 -0.415
C 5.678 -1.209 -6.633 0.61 0.34 0.38 -1.290
N 4.555 1.102 -3.873 0.73 1.14 0.34 0.500
C 4.939 2.457 -3.529 0.83 0.69 0.35 -0.877
C 3.153 0.771 -3.645 0.28 -0.56 -0.35 0.562
H 5.946 -2.792 -1.623 -0.93 0.35 0.26 0.322
H 6.794 -2.768 -3.021 0.54 0.40 -0.44 0.401
H 5.136 -2.956 -3.270 -0.36 0.04 0.53 0.127
H 5.594 -0.881 -0.602 0.00 -0.13 -0.10 0.129
H 5.312 0.627 -1.465 0.44 0.24 0.26 -0.203
H 6.984 -0.121 -1.450 0.03 0.56 0.82 0.411
H 3.759 -2.732 -5.821 0.29 0.09 -0.12 0.582
H 3.534 -2.160 -4.207 0.36 0.11 0.13 -0.554
H 2.955 -1.180 -5.492 -0.19 -0.21 -0.43 0.294
H 6.036 -0.218 -6.911 0.32 -0.19 -0.31 0.293
H 6.499 -1.923 -6.565 0.33 0.12 -0.33 0.338
H 5.015 -1.574 -7.418 -0.38 0.15 0.28 0.447
H 4.139 3.193 -3.459 -0.51 -0.33 -0.83 0.201
H 5.345 2.576 -2.524 0.45 -0.39 0.34 0.275
H 5.706 2.817 -4.215 -0.09 0.13 -0.01 0.383
H 2.667 0.639 -4.611 -0.32 -0.21 0.08 -0.659
H 2.599 1.550 -3.122 0.40 0.23 0.16 -0.039
H 3.071 -0.135 -3.044 -0.20 -0.13 -0.04 0.011
O 2.859 4.703 3.248 -0.72 0.64 -0.13 -0.944
P 1.877 4.661 4.358 -0.55 0.25 1.06 -0.082
N 2.083 3.308 5.326 0.11 0.26 1.29 0.740
C 3.321 3.212 6.186 -0.44 -0.11 -1.41 -1.084
C 1.512 1.989 5.015 -0.14 1.02 -0.33 -0.492
N 0.244 4.654 3.863 0.75 -0.52 -1.72 0.968
C -0.096 5.009 2.464 -0.46 0.43 0.51 -0.592
C -0.877 4.784 4.770 0.66 -0.01 0.49 -1.071
N 1.957 5.985 5.426 2.10 0.75 -2.14 0.537
C 1.289 6.066 6.668 -1.40 -0.42 0.73 -1.067
C 2.659 7.273 4.981 -0.53 -1.40 0.89 -1.051
H 4.143 2.931 5.528 0.34 0.27 0.03 0.242
H 3.253 2.379 6.885 -0.51 0.18 0.18 0.358
H 3.542 4.145 6.705 -0.13 -0.06 -0.11 0.330
H 2.104 1.422 4.297 0.21 -0.17 0.22 0.061
H 0.550 2.176 4.538 -0.16 -0.27 0.15 -0.071
H 1.403 1.443 5.952 -0.15 -0.14 -0.13 0.206
H -0.330 6.060 2.297 0.58 0.72 0.50 0.376
H 0.656 4.757 1.715 -0.09 -0.48 0.40 -0.192
H -1.098 4.645 2.237 0.13 -1.05 -0.19 0.011
H -1.218 5.817 4.839 -0.12 0.17 0.03 0.269
H -1.730 4.164 4.495 0.03 -0.17 -0.30 0.098
H -0.541 4.462 5.756 -0.24 -0.02 0.03 0.407
H 1.206 5.086 7.138 0.42 -0.10 0.20 0.352
H 1.712 6.782 7.372 0.36 -0.09 -0.13 0.388
H 0.243 6.335 6.521 -0.19 0.52 0.19 0.233
H 3.571 7.344 5.573 0.42 -0.07 -0.46 0.325
H 2.114 8.170 5.274 -0.63 -0.21 -0.16 0.396
H 2.818 7.277 3.902 0.22 -0.14 0.25 0.250
O 2.159 -1.715 3.823 0.41 -1.23 -0.65 -0.893
P 2.613 -3.139 3.805 0.13 -1.23 1.20 -0.823
N 3.953 -3.500 2.803 -1.66 0.73 0.58 0.924
C 4.358 -4.808 2.396 -0.18 -0.81 -0.41 -0.396
C 4.900 -2.448 2.502 0.00 0.65 0.84 -1.068
N 1.379 -4.261 3.315 1.06 -0.06 0.09 0.962
C 0.153 -3.665 2.776 0.19 0.42 0.93 -0.416
C 1.160 -5.579 3.984 1.24 1.33 -0.87 -0.958
N 3.103 -3.612 5.403 0.26 0.27 -1.42 0.592
C 2.251 -3.195 6.537 0.00 0.22 -0.49 -0.969
C 4.233 -4.560 5.599 -1.12 0.30 1.18 -0.961
H 4.571 -4.799 1.327 -0.07 -0.05 -0.23 -0.330
H 3.588 -5.559 2.574 -0.18 0.19 -0.09 0.257
H 5.261 -5.208 2.857 0.27 0.33 0.42 0.283
H 5.533 -2.312 3.378 0.66 0.11 -0.25 0.301
H 4.410 -1.484 2.360 -0.26 -0.08 -0.07 -0.035
H 5.475 -2.661 1.600 0.04 -0.22 0.11 0.444
H 0.349 -2.952 1.975 0.12 0.08 0.12 -0.497
H -0.581 -4.378 2.400 0.36 -0.35 0.07 0.391
H -0.261 -3.166 3.652 -0.86 0.48 -0.41 0.079
H 0.577 -6.152 3.262 -0.23 -0.22 0.47 0.250
H 2.140 -6.047 4.071 -0.11 -0.26 0.16 0.411
H 0.742 -5.503 4.988 -0.42 -0.07 -0.09 0.155
H 2.765 -3.008 7.481 0.57 -0.45 -0.14 0.544
H 1.805 -2.220 6.341 -0.03 -0.02 -0.46 0.135
H 1.426 -3.881 6.726 -0.03 -0.27 0.07 0.233
H 4.182 -5.425 4.937 0.13 0.14 -0.03 0.319
H 4.124 -4.927 6.619 -0.18 -0.36 0.03 0.405
H 5.236 -4.136 5.643 -0.02 0.42 -0.69 0.272
O -2.905 -0.357 9.529 -0.63 0.14 -0.86 -0.832
P -2.440 -0.967 8.264 -0.31 -0.10 -1.64 0.184
N -0.852 -1.463 8.366 -1.33 -1.85 0.85 0.658
C 0.180 -0.444 8.506 0.50 -0.74 -1.04 -1.300
C -0.607 -2.667 9.169 0.27 -0.17 0.01 -1.119
N -2.309 0.068 6.916 0.72 1.50 -0.32 0.437
C -3.211 1.247 6.907 -0.43 -0.97 0.31 -0.826
C -1.588 -0.146 5.616 -0.74 -0.59 0.81 -0.004
N -3.451 -2.267 7.699 0.82 0.19 1.21 0.228
C -2.937 -3.261 6.746 0.18 1.40 0.11 -0.912
C -4.906 -2.087 7.628 0.12 0.03 -0.71 -0.979
H 1.002 -0.791 9.133 -0.30 -0.14 0.39 0.438
H -0.155 0.528 8.866 -0.08 -0.07 -0.34 0.297
H 0.597 -0.505 7.500 0.50 1.43 -0.06 0.231
H -1.397 -3.417 9.129 -0.20 0.26 -0.40 0.364
H -0.473 -2.467 10.232 0.11 0.30 0.11 0.310
H 0.300 -3.135 8.786 0.13 -0.15 0.10 0.312
H -3.050 1.906 6.054 0.44 -0.06 0.10 0.085
H -4.239 0.897 6.815 -0.29 0.15 -0.05 0.250
H -3.152 1.787 7.852 0.17 0.12 -0.11 0.351
H -0.653 -0.700 5.708 -0.08 -0.16 0.34 -0.344
H -2.220 -0.682 4.908 -0.15 -0.31 -0.10 0.377
H -1.326 0.769 5.085 -0.13 0.43 0.59 0.145
H -1.881 -3.006 6.663 0.21 -0.77 -0.15 0.136
H -3.142 -4.296 7.020 0.20 -0.01 0.39 0.328
H -3.363 -3.126 5.752 -0.21 0.19 -0.21 0.370
H -5.358 -1.374 8.317 0.50 -0.18 0.32 0.310
H -5.406 -3.054 7.693 0.05 -0.14 0.49 0.391
H -5.179 -1.740 6.632 0.02 0.26 -0.25 0.224
O -3.352 -4.255 -3.330 -1.51 1.01 -0.75 -0.960
P -4.346 -3.156 -3.621 -0.13 0.71 -0.42 0.436
N -3.581 -1.748 -4.180 -0.85 -0.06 1.23 1.061
C -4.153 -0.437 -4.008 -0.39 0.57 0.74 -0.846
C -2.481 -1.738 -5.129 -0.77 -1.23 0.31 -0.874
N -5.325 -2.736 -2.268 -0.39 0.62 -0.22 0.249
C -6.415 -3.673 -1.834 1.11 -0.36 -0.46 -0.950
C -4.648 -2.106 -1.100 0.20 -0.79 -1.07 0.188
N -5.463 -3.408 -4.891 0.86 -3.35 2.34 0.298
C -6.303 -2.477 -5.521 -0.40 0.99 -0.83 -0.909
C -5.407 -4.749 -5.496 0.80 0.00 0.09 -1.097
H -4.115 0.235 -4.865 0.40 -0.40 -0.52 0.303
H -3.587 0.055 -3.217 -0.26 0.48 0.21 -0.346
H -5.215 -0.436 -3.765 0.05 -0.29 0.40 0.430
H -2.932 -1.563 -6.105 0.45 0.28 -0.38 0.272
H -2.075 -2.750 -5.126 0.54 0.22 -0.10 0.381
H -1.759 -0.971 -4.849 0.15 -0.29 -0.27 -0.096
H -7.093 -3.929 -2.648 0.09 0.25 -0.06 0.308
H -5.980 -4.603 -1.469 0.16 -0.34 -0.09 0.249
H -6.982 -3.338 -0.966 0.06 0.75 -0.29 0.377
H -5.385 -1.896 -0.325 0.11 -0.06 -0.02 0.327
H -3.882 -2.804 -0.762 0.03 0.08 0.60 -0.112
H -4.137 -1.187 -1.387 -0.13 0.06 -0.08 -0.515
H -6.963 -1.969 -4.818 0.02 0.28 -0.07 0.305
H -5.736 -1.782 -6.140 0.11 0.65 0.22 0.176
H -6.919 -2.965 -6.276 -0.21 -0.32 0.30 0.365
H -5.068 -5.526 -4.810 0.46 0.40 0.26 0.214
H -4.655 -4.620 -6.274 -0.27 -0.93 -0.57 0.373
H -6.343 -5.192 -5.837 -0.30 0.78 -0.36 0.372
O 0.746 -0.271 -6.638 0.39 -0.06 0.94 -0.967
P 0.391 0.927 -7.398 -1.44 1.48 -3.65 0.378
N 1.740 1.654 -8.164 -3.17 2.01 -0.36 0.522
C 2.999 1.177 -7.916 2.87 -2.07 1.87 -0.947
C 1.710 2.593 -9.298 -0.26 0.10 0.08 -1.168
N -0.615 2.172 -6.742 0.22 -2.13 -0.07 0.339
C -0.021 3.344 -6.136 0.87 0.46 -0.24 -1.331
C -1.834 1.571 -6.046 1.55 1.00 -0.58 -1.141
N -0.590 0.433 -8.739 -0.97 0.62 0.46 0.468
C -0.466 -0.945 -9.234 0.85 0.00 0.26 -1.034
C -1.241 1.376 -9.726 1.22 -0.96 0.82 -1.084
H 3.098 0.118 -8.151 0.26 -0.23 -0.47 0.333
H 3.214 1.182 -6.847 0.28 0.16 0.28 0.058
H 3.819 1.722 -8.384 -0.31 0.15 -0.20 0.398
H 2.533 3.307 -9.258 0.10 0.10 0.66 0.423
H 0.805 3.198 -9.359 -0.12 -0.31 0.09 0.337
H 1.906 2.115 -10.257 -0.43 -0.46 -0.15 0.344
H -0.700 4.196 -6.160 -0.15 -0.09 0.06 0.319
H 0.422 3.274 -5.142 -0.58 -0.51 0.51 0.398
H 0.870 3.614 -6.702 -0.15 0.13 -0.43 0.428
H -1.531 1.247 -5.050 -0.29 0.04 -0.11 0.510
H -2.586 2.357 -5.985 -0.08 -0.09 0.05 0.416
H -2.191 0.723 -6.631 0.02 0.17 0.02 0.329
H -0.395 -1.709 -8.460 -0.27 0.41 0.47 0.217
H -1.278 -1.258 -9.891 -0.13 0.44 -0.04 0.374
H 0.482 -1.077 -9.755 0.08 0.02 -0.56 0.309
H -1.396 2.366 -9.295 -0.30 -0.28 0.25 0.302
H -2.154 0.912 -10.098 -0.17 0.21 0.21 0.343
H -0.589 1.534 -10.584 0.11 -0.10 -0.22 0.337
O 1.275 1.305 0.282 0.08 -0.36 0.23 -0.299
P 0.378 0.235 -0.206 -1.42 -2.24 0.19 -1.144
N -0.658 -0.449 1.038 0.82 -0.02 -0.47 1.599
C -1.920 -1.263 0.912 1.05 1.16 -0.87 -0.421
C -0.204 -0.197 2.418 -0.02 -0.11 -0.17 0.456
N 1.244 -1.129 -0.827 -2.35 0.54 -1.49 1.088
C 2.423 -1.584 -0.148 0.11 1.13 0.40 0.625
C 0.469 -2.248 -1.435 0.28 0.90 -0.71 0.026
N -0.712 0.732 -1.395 -0.07 -0.35 0.93 2.146
C -1.799 1.654 -1.002 -0.18 -1.16 0.16 -1.312
C -0.503 0.674 -2.825 0.81 -0.30 0.51 0.968
H -2.785 -0.627 1.099 -0.21 0.02 0.43 -0.183
H -1.941 -2.148 1.548 0.22 0.21 0.19 0.417
H -2.073 -1.600 -0.113 0.39 -0.02 -0.08 -0.321
H -0.764 0.662 2.788 0.30 0.13 0.53 0.479
H 0.877 -0.096 2.514 -0.03 0.80 -0.50 -0.591
H -0.271 -1.046 3.098 -0.92 -0.21 -0.25 -0.625
H 2.174 -1.950 0.848 0.28 -0.21 0.31 0.138
H 2.973 -2.346 -0.700 -0.16 0.01 -0.25 0.052
H 3.024 -0.676 -0.088 0.55 -0.29 0.44 -1.321
H -0.343 -1.940 -2.095 -0.41 0.58 0.57 -0.275
H 1.101 -2.671 -2.216 0.45 -0.69 0.48 0.183
H 0.068 -2.972 -0.726 0.23 -0.14 0.14 -0.419
H -1.857 1.726 0.084 0.47 0.56 0.01 0.308
H -1.801 2.595 -1.552 0.42 0.18 0.31 0.505
H -2.766 1.204 -1.227 -0.22 -0.28 -0.42 -0.053
H -0.039 1.602 -3.158 -0.36 0.23 -0.50 -0.512
H -1.453 0.460 -3.315 0.14 0.17 -0.02 -1.368
H 0.217 -0.107 -3.070 -0.11 -0.10 -0.06 0.014
```
Forces are in eV/Å.